Entry 1:
Molecular formula: C37H27F4IrN8O5S
Method: DFT, wB97M-V/def2-TZVPD

XYZ file:
```
83
Properties=species:S:1:pos:R:3:lowdin_charge:R:1
Ir 0.1997 -1.0594 -0.2795 1.359
N -0.0844 2.1991 2.9432 0.168
C -0.1919 1.5746 1.7692 -0.117
N 0.0497 0.3111 1.6000 0.053
C 0.4576 -0.4596 2.6705 -0.249
N 0.6184 -1.7458 2.5495 0.077
N 0.4422 -2.3132 1.3629 -0.130
C 0.6125 -3.6085 1.3288 -0.033
C 0.5880 -4.4539 0.1968 -0.126
C 0.9023 -5.8163 0.4029 0.017
C 0.9780 -6.7096 -0.6239 -0.004
C 0.7266 -6.2504 -1.9285 0.000
C 0.3932 -4.9491 -2.1107 0.014
N 0.2984 -4.0515 -1.0827 0.034
C 0.7301 0.1852 3.9346 -0.076
C 1.3107 -0.4787 5.0180 0.004
C 1.5403 0.1967 6.1963 -0.050
C 1.1827 1.5390 6.3212 -0.043
C 0.6226 2.2179 5.2586 -0.002
C 0.4107 1.5451 4.0610 -0.163
H -0.3428 3.1705 3.0266 0.171
H -0.4918 2.1559 0.9053 0.138
H 0.8381 -4.0800 2.2782 0.137
H 1.0846 -6.1287 1.4206 0.127
H 1.2380 -7.7431 -0.4481 0.128
H 0.7957 -6.9152 -2.7753 0.127
H 0.1900 -4.5419 -3.0893 0.146
H 1.5720 -1.5209 4.9120 0.118
H 1.9970 -0.3153 7.0312 0.114
H 1.3466 2.0592 7.2543 0.118
H 0.3455 3.2606 5.3462 0.125
C 4.2623 1.2835 -0.8010 -0.190
S 2.6728 1.2740 0.0661 0.955
O 2.4098 -0.1905 0.3227 -0.606
C 3.2643 1.8690 1.6648 -0.391
C 4.0394 1.0365 2.4569 -0.075
C 4.5099 1.5039 3.6730 -0.056
C 4.1817 2.7858 4.0961 -0.064
C 3.3703 3.5967 3.3155 -0.072
C 2.9041 3.1379 2.0915 -0.097
H 5.0296 0.8232 -0.1842 0.061
H 4.5193 2.3171 -1.0256 0.071
H 4.1039 0.7197 -1.7182 0.052
H 4.2698 0.0381 2.1072 0.117
H 5.1405 0.8723 4.2833 0.114
H 4.5672 3.1541 5.0370 0.113
H 3.1106 4.5904 3.6550 0.113
H 2.2900 3.7680 1.4586 0.115
F -3.2682 -2.3596 -8.1740 0.147
C -3.3314 -1.2583 -7.4009 -0.591
F -4.6281 -0.9245 -7.3071 0.144
F -2.7136 -0.2757 -8.0696 0.147
C -2.7144 -1.5104 -6.0538 -0.104
C -1.3801 -1.1818 -5.8282 0.011
C -0.7939 -1.4810 -4.6212 0.006
C -1.5430 -2.1151 -3.5962 -0.219
C -2.9084 -2.4020 -3.8349 -0.001
C -3.4741 -2.1156 -5.0540 -0.003
C -0.9049 -2.5107 -2.4389 0.017
C -0.1978 -2.7517 -1.4011 -0.270
H -0.8098 -0.6886 -6.6028 0.129
H 0.2379 -1.2238 -4.4251 0.092
H -3.4888 -2.8726 -3.0538 0.122
H -4.5098 -2.3577 -5.2470 0.127
F -2.2386 5.1587 -2.6179 0.098
C -2.6745 4.5149 -1.5312 -0.183
C -3.1360 3.2596 -1.6269 0.046
N -3.5858 2.5516 -0.5379 -0.005
C -3.7281 1.1106 -0.6365 -0.023
C -2.3187 0.4667 -0.6159 -0.634
O -2.2378 -0.7516 -0.2773 -0.051
O -1.3759 1.2182 -0.9095 -0.041
C -3.4831 3.0812 0.7352 -0.482
O -3.6893 2.4391 1.7470 0.076
N -3.0857 4.3995 0.7794 0.212
C -2.5725 5.1981 -0.2528 -0.398
O -2.0858 6.2771 -0.0170 0.109
H -3.1533 2.7533 -2.5803 0.157
H -4.2176 0.8429 -1.5723 0.139
H -4.3041 0.7425 0.2075 0.131
H -3.0956 4.8260 1.6953 0.164
N 1.4381 0.3365 -2.8546 0.036
C 0.9671 -0.2490 -1.9743 -0.444
```

E: -85501.099 eV
Energy relative to the best compared isomer or geometry (same formula, charge and spin): 3.042 eV
HOMO-LUMO gap (alpha / beta): 0.17549 / 0.21353 hartree
2S+1: 2
E_LUMO (alpha / beta): -4.8345 / -4.8600 eV
Largest force on an atom: 2.035 eV/A
Charge: +1

---

Entry 2:
Molecular formula: C37H27GeLiN6
Method: DFT, wB97M-V/def2-TZVPD

XYZ file:
```
72
Properties=species:S:1:pos:R:3:lowdin_charge:R:1
Li 15.1838 13.0611 11.8365 0.624
C 11.7126 12.2660 14.4060 -0.243
C 13.1039 12.2466 14.0485 -0.257
N 13.6692 12.9992 13.1189 -0.050
C 12.8265 14.0279 12.4850 -0.425
C 11.5198 14.2270 13.1503 -0.161
N 10.9796 13.3217 13.8989 -0.012
C 13.5119 15.4216 12.3411 -0.114
C 13.9925 16.5482 13.0024 -0.002
C 14.8628 17.3800 12.2501 -0.218
C 15.4955 16.8696 11.0760 0.000
C 15.0327 15.7636 10.3637 -0.162
N 13.8096 15.1968 10.9329 0.012
C 16.0022 14.9650 9.6515 -0.283
C 16.9277 15.5192 8.7156 -0.172
N 18.0557 14.9505 8.3196 -0.020
C 18.1413 13.6591 8.7688 -0.245
C 17.2902 13.0828 9.6534 -0.230
N 16.2387 13.7382 10.2424 -0.049
C 14.9559 18.8140 12.5294 -0.195
C 14.0913 19.4848 13.4209 -0.059
C 14.4225 20.7654 13.8600 -0.183
N 15.3987 21.4864 13.2476 -0.034
C 16.1201 20.9476 12.2748 -0.219
C 15.9360 19.6298 11.8843 -0.046
H 11.2156 11.6594 15.1658 0.039
H 13.7366 11.4764 14.6571 0.098
H 10.8440 15.0272 12.8438 0.091
H 13.6183 16.8112 14.0225 0.115
H 16.3811 17.3340 10.6410 0.094
H 16.6520 16.4347 8.2143 0.089
H 18.9793 13.0381 8.3268 0.082
H 17.4423 12.0358 9.9608 0.080
H 13.1731 18.9858 13.8027 0.099
H 13.9828 21.3514 14.6909 0.088
H 16.7723 21.6626 11.7943 0.080
H 16.5659 19.2191 11.0523 0.098
C 13.0413 13.9809 10.9203 -0.265
Ge 12.1847 12.9378 9.6300 0.939
C 12.6550 11.0417 9.7586 -0.254
C 13.5397 10.3489 8.9200 -0.093
C 13.7896 8.9837 9.1621 -0.103
C 13.2939 8.4017 10.3035 -0.151
C 12.5036 9.0854 11.1843 -0.115
C 12.2304 10.4190 10.9610 -0.115
C 12.4489 13.3010 7.7495 -0.241
C 13.0453 14.5045 7.2321 -0.064
C 13.4296 14.5297 5.8847 -0.106
C 13.2583 13.4336 5.0281 -0.084
C 12.4997 12.3452 5.5466 -0.106
C 12.1281 12.2778 6.8624 -0.152
C 10.2792 12.8686 9.9042 -0.234
C 9.5642 14.0892 10.1945 -0.105
C 8.2093 14.1845 10.0144 -0.105
C 7.4777 12.9909 9.6685 -0.103
C 8.1557 11.7767 9.5892 -0.132
C 9.5282 11.6990 9.6517 -0.111
H 14.0458 10.8611 8.1512 0.084
H 14.5648 8.4516 8.5716 0.101
H 13.5532 7.3805 10.5662 0.088
H 12.1606 8.5914 12.1368 0.117
H 11.5252 10.8867 11.6274 0.092
H 13.2123 15.3657 7.8853 0.099
H 13.9272 15.4433 5.5696 0.092
H 13.7365 13.4222 4.0776 0.076
H 12.1892 11.5368 4.9209 0.081
H 11.6094 11.3757 7.1810 0.101
H 10.1545 14.9490 10.5661 0.098
H 7.7295 15.1647 9.9654 0.091
H 6.3739 13.1214 9.5614 0.093
H 7.5821 10.9032 9.3205 0.084
H 10.0339 10.7362 9.5498 0.095
```

E: -104463.462 eV
HOMO-LUMO gap (alpha / beta): 0.14261 / 0.14601 hartree
2S+1: 1
E_LUMO (alpha / beta): 4.1550 / 4.1490 eV
Largest force on an atom: 2.816 eV/A
Charge: -2

---

Entry 3:
Molecular formula: C37H28BrCsIN5O3STe
Method: DFT, wB97M-V/def2-TZVPD

XYZ file:
```
78
Properties=species:S:1:pos:R:3:lowdin_charge:R:1
Cs -0.1166 0.5309 -0.7543 1.440
O 0.3730 -0.1596 -4.0459 -0.326
C 0.9536 -0.7167 -3.0507 -0.728
N 1.9625 -0.2852 -2.3721 -0.003
C 2.6583 0.8733 -2.7658 -0.226
C 3.3698 0.8801 -3.9725 -0.043
C 4.1600 1.9534 -4.3519 -0.133
C 4.2451 3.0644 -3.5141 -0.133
C 3.5464 3.0692 -2.3164 -0.044
C 2.7530 1.9895 -1.9078 -0.229
N 2.1911 2.0001 -0.6097 -0.023
C 1.3081 2.9122 -0.2893 -0.745
O 0.6337 3.6886 -1.0081 -0.050
C 0.9700 3.0561 1.1915 -0.218
C 1.1322 4.3370 1.7400 -0.018
C 0.7010 4.5894 3.0207 -0.085
C 0.0928 3.5619 3.7379 -0.079
C -0.0117 2.3262 3.1367 -0.174
N 0.4238 2.0608 1.8915 0.012
C 0.3221 -2.0075 -2.5303 -0.302
C -0.4624 -2.7725 -3.3882 -0.070
C -1.0853 -3.9075 -2.8941 -0.078
C -0.9135 -4.2405 -1.5584 -0.069
C -0.0965 -3.4299 -0.7838 -0.141
N 0.5149 -2.3435 -1.2529 0.051
H 3.2808 0.0079 -4.6101 0.106
H 4.7000 1.9256 -5.2926 0.078
H 4.8546 3.9183 -3.7889 0.078
H 3.6063 3.9225 -1.6504 0.104
H 1.5813 5.1075 1.1264 0.114
H 0.8216 5.5743 3.4576 0.094
H -0.2875 3.7100 4.7401 0.092
H -0.4352 1.4841 3.6716 0.077
H -0.5824 -2.4511 -4.4126 0.095
H -1.7177 -4.5086 -3.5382 0.097
H -1.3992 -5.1018 -1.1167 0.095
H 0.0687 -3.6493 0.2682 0.084
O -1.7571 -0.3049 0.8543 -0.616
N -2.3979 -0.1194 1.9934 -0.239
C -2.9241 1.1201 2.1956 -0.069
C -3.6144 1.4647 3.3229 -0.102
C -3.7764 0.4909 4.3113 -0.115
C -3.2498 -0.7592 4.1075 -0.125
C -2.5407 -1.1332 2.9359 -0.758
S -1.9009 -2.7006 2.6920 0.464
H -2.7282 1.8054 1.3842 0.128
H -3.9913 2.4737 3.4251 0.094
H -4.3094 0.7163 5.2276 0.090
H -3.3593 -1.5374 4.8487 0.084
C 2.1278 -2.4964 2.9625 -0.426
Te 0.9579 -0.8691 2.1626 1.323
C 2.9318 0.0326 2.2132 -0.388
C 3.6404 -0.5801 3.3989 -0.281
C 4.6267 0.0659 4.1396 -0.051
C 5.2280 -0.5600 5.2299 -0.119
C 4.8420 -1.8463 5.5858 -0.122
C 3.8505 -2.4953 4.8536 -0.060
C 3.2415 -1.8717 3.7692 -0.293
H 2.5250 -3.0648 2.1162 0.056
H 1.5044 -3.1579 3.5608 0.042
H 2.8876 1.1173 2.2481 0.040
H 3.4164 -0.2395 1.2726 0.063
H 4.9163 1.0741 3.8631 0.106
H 5.9874 -0.0399 5.8039 0.085
H 5.3018 -2.3398 6.4343 0.084
H 3.5305 -3.4922 5.1408 0.102
Br -4.9697 -0.3478 -5.8337 0.655
C -5.2098 0.2607 -4.0377 -0.725
C -6.5281 0.4129 -3.6180 -0.168
C -6.7939 0.8496 -2.3296 -0.110
C -5.7404 1.1322 -1.4709 -0.092
C -4.4350 0.9786 -1.9074 -0.145
C -4.1343 0.5405 -3.2011 -0.682
I -2.0845 0.2749 -3.6744 1.218
H -7.3356 0.1819 -4.3020 0.083
H -7.8198 0.9615 -1.9995 0.093
H -5.9322 1.4603 -0.4563 0.100
H -3.6161 1.1810 -1.2258 0.079
```

E: -149236.015 eV
Energy relative to the best compared isomer or geometry (same formula, charge and spin): 1.719 eV
HOMO-LUMO gap: 0.21401 hartree
2S+1: 1
E_LUMO: 3.7375 eV
Largest force on an atom: 2.669 eV/A
Charge: -2